This record from the Open Molecules 2025 dataset describes a molecular structure, C2H3ClSi in a non-equilibrium geometry. The level of theory is ωB97M-V/def2-TZVPD.

The calculation puts the HOMO-LUMO gap at 7.726 eV. The HOMO energy comes out at -8.845 eV. The total energy comes out at -827.520296 a.u. Its energy above the lowest of the compared OMol25 structures with the same formula, charge and spin is 3.871 eV.

The geometry in ORCA input format:
```
! RIJCOSX wB97M-V def2-TZVPD def2/J DEFGRID3
* xyz 0 1
C -1.19746 0.08520 -0.27805
C -0.01246 0.39891 -0.58967
Si 0.73146 -0.44247 0.86813
Cl 0.66305 1.48065 -2.44839
H -2.32940 -0.04735 -0.50054
H 0.83809 0.39933 2.01574
H 1.30673 -1.87428 0.93277
*
```